Entry 1
C4H32BO24 | ωB97M-V/def2-TZVPD

Summary:
Highest occupied orbital energy = -8.03 eV
Orbital gap = 9.822 eV

The geometry in ORCA input format:
```
! RIJCOSX wB97M-V def2-TZVPD def2/J DEFGRID3
* xyz -1 1
O -0.61109 -3.50976 -0.83035
C -0.76510 -2.33958 -0.63142
O 0.16210 -1.42565 -0.42915
B -0.44301 -0.12990 -0.21773
O -1.90823 -0.34825 -0.25973
C -2.13590 -1.62670 -0.44447
O -3.18819 -2.18161 -0.56279
O -0.03475 0.92754 -1.20774
C 0.41341 1.98673 -0.57670
O 0.82929 2.99915 -1.06554
C 0.22619 1.78062 0.92266
O -0.13173 0.53706 1.09865
O 0.39054 2.61851 1.76475
O 3.01058 0.48214 -1.38372
H 2.20132 0.90351 -1.06229
H 3.69996 1.14168 -1.24109
O -1.02227 -2.00232 -3.94794
H -1.06792 -2.80817 -3.41761
H -1.53933 -2.20324 -4.73517
O 3.15180 -1.69989 0.69833
H 3.29154 -0.86171 0.23323
H 2.34807 -2.05885 0.31315
O -0.61346 5.71240 -1.63748
H -0.59859 5.08031 -2.36754
H -0.43040 5.17858 -0.85108
O -4.56661 -4.27377 -2.22733
H -3.95630 -3.58057 -1.94052
H -5.38564 -4.07236 -1.76376
O 3.24545 -2.75301 -1.91885
H 2.85994 -2.97123 -2.77581
H 2.83119 -1.91872 -1.67094
O 0.23596 5.46009 1.15329
H 0.05614 4.70543 1.73587
H -0.57190 5.98394 1.17477
O 3.51622 1.58757 2.24359
H 3.39655 2.47139 1.85178
H 2.81543 1.51866 2.91348
O -3.63265 -0.10063 2.10247
H -3.35066 0.41700 1.34207
H -3.09553 -0.89523 2.06367
O 3.01045 4.17053 1.29341
H 2.09344 4.43222 1.12542
H 3.54275 4.88628 0.93337
O -4.23475 -4.33929 1.44122
H -4.17286 -5.08547 0.83449
H -3.42805 -3.83846 1.28553
O -1.53157 2.98783 -3.45575
H -1.19436 2.16226 -3.08210
H -2.48604 2.93324 -3.34121
O 0.45395 4.53663 3.93514
H 0.54129 4.51477 4.89318
H 1.09815 3.88890 3.61209
O 1.61785 -5.35646 -2.00112
H 0.99219 -4.64754 -1.81091
H 2.24589 -5.32109 -1.27294
O -0.47511 -6.15387 0.14005
H -0.70734 -5.22483 0.24718
H -0.98324 -6.44101 -0.62468
O 1.59931 1.14076 4.33002
H 1.70016 1.77870 5.04531
H 0.68551 1.24471 4.02728
*
```

natural (NBO) charges in e: -0.6018, 0.7188, -0.6589, 1.2028, -0.6595, 0.6814, -0.5739, -0.6666, 0.6419, -0.5331, 0.7167, -0.6462, -0.6142, -0.9467, 0.4666, 0.4856, -0.9430, 0.4721, 0.4723, -0.9495, 0.4837, 0.4610, -0.9767, 0.4835, 0.4866, -0.9616, 0.4890, 0.4694, -0.9462, 0.4660, 0.4772, -0.9753, 0.5004, 0.4798, -0.9996, 0.4863, 0.4835, -0.9367, 0.4766, 0.4607, -0.9731, 0.5073, 0.4785, -0.9404, 0.4718, 0.4691, -0.9502, 0.4838, 0.4669, -0.9509, 0.4657, 0.4868, -0.9585, 0.4779, 0.4785, -0.9445, 0.4768, 0.4667, -0.9405, 0.4664, 0.4894



Entry 2
C4H32BO24 | ωB97M-V/def2-TZVPD

Summary:
Highest occupied orbital energy = -7.40 eV
Orbital gap = 9.113 eV

The geometry in ORCA input format:
```
! RIJCOSX wB97M-V def2-TZVPD def2/J DEFGRID3
* xyz -1 1
O -1.89488 -2.96928 -2.58770
C -1.41222 -1.88088 -2.41945
O -0.25434 -1.70805 -1.98000
B -0.18076 -0.28787 -1.54540
O -1.50727 0.21543 -1.96104
C -2.17755 -0.72183 -2.42137
O -3.30727 -0.57818 -2.89752
O 0.99681 0.38032 -2.16679
C 1.67674 0.82756 -1.23981
O 2.69034 1.54855 -1.37436
C 1.03223 0.55694 -0.00140
O -0.01537 -0.16733 -0.11292
O 1.65436 0.71056 1.04165
O -3.09780 -0.56741 0.61770
H -3.21290 -0.13228 1.44772
H -3.43472 0.00732 -0.04187
O 1.29336 1.75419 3.44369
H 2.19668 2.07178 3.39907
H 1.01024 1.56273 2.58771
O -0.42470 -4.09676 0.00223
H 0.29700 -4.65454 -0.10430
H -0.98727 -4.41403 -0.69457
O 2.48956 -0.57903 3.89592
H 3.08393 -0.37731 4.62568
H 1.89064 0.15770 3.80387
O 4.61986 2.72718 0.17809
H 4.01596 2.39387 -0.50518
H 4.65745 3.66139 -0.02777
O -5.46558 -2.40807 -2.07191
H -5.34711 -1.90595 -1.25401
H -4.93638 -1.94372 -2.66198
O 2.51558 -2.08916 -0.66613
H 1.91505 -2.42351 -1.37393
H 1.95036 -2.17030 0.15418
O -1.38547 1.32527 1.91078
H -1.77080 1.45504 1.04121
H -1.52925 2.20246 2.25951
O 2.78828 4.04087 1.60986
H 3.12985 3.63345 2.40602
H 3.06144 3.40504 0.92890
O 2.32842 4.11888 -1.64551
H 2.37064 3.20726 -1.89621
H 1.42227 4.37893 -1.78928
O 1.58342 -2.21481 1.82609
H 1.93139 -1.61542 2.47372
H 0.65287 -2.09035 1.94812
O -0.59942 3.11961 -1.41523
H -0.30847 3.59549 -0.61653
H -1.38516 2.76438 -1.00592
O -2.75038 -5.04350 -1.10206
H -3.35806 -4.55495 -0.54025
H -2.64677 -4.45080 -1.86522
O -4.57501 1.62799 -2.53554
H -4.01032 0.89923 -2.78714
H -5.45201 1.32204 -2.59496
O -1.20465 -2.08746 1.76635
H -1.67856 -1.31750 1.42692
H -0.99659 -2.66884 1.04281
O 4.27062 0.56979 1.53141
H 3.34566 0.55722 1.60646
H 4.43605 1.32065 0.92758
*
```

natural (NBO) charges in e: -0.5896, 0.6691, -0.5948, 1.1760, -0.6081, 0.6884, -0.6295, -0.5824, 0.7418, -0.6667, 0.6873, -0.6111, -0.6001, -0.9525, 0.4883, 0.4794, -0.9509, 0.4709, 0.5024, -0.9646, 0.4712, 0.4927, -0.9834, 0.4729, 0.4922, -0.9751, 0.5104, 0.4928, -0.9429, 0.4611, 0.4806, -0.9904, 0.4557, 0.5034, -0.9226, 0.4568, 0.4688, -0.9598, 0.4511, 0.4881, -0.9674, 0.4875, 0.4661, -0.9857, 0.5006, 0.4916, -0.9291, 0.4688, 0.4651, -0.9665, 0.4754, 0.4983, -0.9837, 0.4865, 0.4579, -0.9901, 0.4837, 0.4976, -0.9778, 0.4713, 0.4733



Entry 3
C4H32BO24 | ωB97M-V/def2-TZVPD

Summary:
Highest occupied orbital energy = -8.28 eV
Orbital gap = 10.480 eV

The geometry in ORCA input format:
```
! RIJCOSX wB97M-V def2-TZVPD def2/J DEFGRID3
* xyz -1 1
O 2.49830 0.42648 0.51159
C 1.41696 0.32525 1.04118
O 0.33174 0.17305 0.42316
B -0.83200 0.01391 1.32738
O -0.18880 0.03650 2.64854
C 1.05640 0.27641 2.56802
O 1.89430 0.37931 3.45198
O -1.51566 -1.29492 1.24029
C -2.82742 -1.03788 1.15733
O -3.70017 -1.83258 1.26598
C -3.00876 0.46253 0.84093
O -1.83196 1.04095 1.07140
O -4.03850 0.96823 0.55724
O -1.93925 0.16619 -2.16395
H -1.04686 0.49197 -2.14816
H -2.45846 0.76671 -2.71869
O -3.75064 -4.55066 -0.28417
H -3.54779 -3.97715 -1.02327
H -3.46674 -4.04983 0.48035
O 1.07667 1.19206 -2.34841
H 1.40566 0.76617 -1.51110
H 1.83827 1.04404 -2.93178
O 5.85090 -0.70199 -1.71120
H 5.45286 -1.56550 -1.78166
H 5.84369 -0.52530 -0.76601
O 2.89857 -1.70239 -1.76871
H 2.04269 -1.68640 -1.28899
H 2.74330 -1.05911 -2.50551
O -3.66785 -1.97265 -2.15837
H -2.95256 -1.35069 -2.23090
H -4.45744 -1.61618 -1.72823
O -4.52692 0.87915 -3.74099
H -4.60462 -0.04133 -3.94774
H -5.36804 1.08247 -3.33624
O 5.14339 0.00402 1.14106
H 4.23065 -0.20595 0.80431
H 5.20464 0.94692 1.27852
O 3.84357 2.95983 -0.38770
H 4.06817 3.46190 0.40831
H 3.40836 2.15097 -0.13058
O -2.88560 -0.09777 4.23829
H -2.26743 -0.77784 4.14971
H -2.41115 0.68792 4.57511
O 4.06984 1.91744 4.72988
H 3.41029 1.34992 4.30374
H 3.79300 1.93834 5.64975
O 4.13609 3.87274 2.66063
H 3.24346 4.26416 2.70041
H 4.22490 3.54622 3.59581
O 3.68816 0.58429 -3.66658
H 4.36164 0.33362 -3.05446
H 3.97219 1.33113 -4.15360
O -5.95401 -1.51742 -0.51457
H -5.26318 -1.31211 0.13847
H -5.92679 -2.50126 -0.52519
O 1.28777 4.30085 0.03861
H 0.88540 3.53679 -0.42733
H 2.24316 4.08476 -0.03780
O -5.97328 -5.80456 -1.32034
H -5.37326 -5.45009 -0.63907
H -5.77984 -5.13164 -2.04672
*
```

natural (NBO) charges in e: -0.6609, 0.7145, -0.6309, 1.1684, -0.6276, 0.7081, -0.6117, -0.6595, 0.7066, -0.5909, 0.7055, -0.6579, -0.5296, -0.9925, 0.5056, 0.5005, -0.9828, 0.4995, 0.4925, -0.9879, 0.4781, 0.4948, -0.9812, 0.4763, 0.5008, -0.9588, 0.4744, 0.4828, -1.0326, 0.5049, 0.4927, -0.9521, 0.4784, 0.4762, -0.9873, 0.5056, 0.4812, -0.9716, 0.4899, 0.4922, -0.9423, 0.4716, 0.4750, -0.9718, 0.5103, 0.4675, -0.9850, 0.4695, 0.5056, -0.9853, 0.5103, 0.4824, -0.9642, 0.5001, 0.4725, -0.9709, 0.4742, 0.4805, -0.9655, 0.4954, 0.4564



Stability check: which of them is most stable? entry 3.



Entry 1
C2H7S2 | ωB97M-V/def2-TZVPD

Summary:
Highest occupied orbital energy = -3.16 eV
Orbital gap = 7.011 eV

The geometry in ORCA input format:
```
! RIJCOSX wB97M-V def2-TZVPD def2/J DEFGRID3
* xyz -1 1
S -0.94188 3.25971 0.15723
H -1.87232 3.09369 -0.80611
C 1.24876 -0.94622 -0.29329
C -0.20187 -1.21697 0.15490
S -0.92039 0.13712 1.22236
H 1.48576 0.08266 -0.03319
H 1.37506 -1.07970 -1.36602
H 1.90265 -1.60119 0.27447
H -0.85644 -1.29279 -0.70384
H -0.26379 -2.04916 0.84811
H -0.95555 1.61284 0.54539
*
```

natural (NBO) charges in e: -0.7228, 0.1023, -0.6328, -0.5032, -0.4179, 0.2286, 0.1883, 0.1883, 0.1901, 0.1976, 0.1815



Entry 2
C2H7S2 | ωB97M-V/def2-TZVPD

Summary:
Highest occupied orbital energy = -2.20 eV
Orbital gap = 5.532 eV

The geometry in ORCA input format:
```
! RIJCOSX wB97M-V def2-TZVPD def2/J DEFGRID3
* xyz -1 1
C -0.45019 -1.02988 0.78394
S -2.00437 -1.98758 0.66682
H 0.15853 -1.53581 1.55184
H -0.75322 -0.05475 1.13548
H 0.05326 -1.16313 -0.17397
H -1.70351 -2.66401 -0.43748
C 1.09742 1.70701 -0.53773
S -0.54774 1.55966 -1.61579
H 1.67796 0.78283 -0.51320
H 0.78665 2.10409 0.41044
H 1.68521 2.28158 -1.27035
*
```

natural (NBO) charges in e: -0.6989, -0.0979, 0.1813, 0.2394, 0.2514, 0.1121, -0.7431, -0.7980, 0.1647, 0.1870, 0.2019



Entry 3
C2H7S2 | ωB97M-V/def2-TZVPD

Summary:
Highest occupied orbital energy = -2.86 eV
Orbital gap = 6.673 eV

The geometry in ORCA input format:
```
! RIJCOSX wB97M-V def2-TZVPD def2/J DEFGRID3
* xyz -1 1
C -0.03604 1.06025 -0.74850
C 0.50114 0.80359 0.64597
S -0.60384 -0.10541 1.73853
H -1.05642 1.40713 -0.65357
H -0.12822 0.14625 -1.32062
H 0.52521 1.88422 -1.24449
H 0.54167 1.76769 1.10420
H 1.49690 0.32681 0.63841
S 0.02818 -2.41569 -0.47060
H -0.30821 -1.53182 0.65785
H -0.96038 -3.34302 -0.34719
*
```

natural (NBO) charges in e: -0.6286, -0.5303, -0.5210, 0.1993, 0.2212, 0.1721, 0.1887, 0.1812, -0.5699, 0.1725, 0.1150



Stability check: which of them is most stable? entry 3.



Entry 1
C2H7S2 | ωB97M-V/def2-TZVPD

Summary:
Highest occupied orbital energy = -3.17 eV
Orbital gap = 6.993 eV

The geometry in ORCA input format:
```
! RIJCOSX wB97M-V def2-TZVPD def2/J DEFGRID3
* xyz -1 1
S 2.13628 -0.40571 -1.76800
H 2.16140 -0.88185 -3.04625
C -0.21145 0.63695 1.32555
C -1.00190 -0.33791 0.44246
S -1.10585 0.29446 -1.27247
H -0.71620 1.59964 1.40638
H 0.73253 0.77559 0.81525
H 0.04699 0.21566 2.31464
H -0.40027 -1.26414 0.38413
H -1.98987 -0.61371 0.86941
H 0.34834 -0.01899 -1.47111
*
```

natural (NBO) charges in e: -0.8437, 0.1055, -0.6217, -0.5159, -0.2959, 0.1942, 0.2240, 0.1807, 0.2059, 0.1874, 0.1795



Entry 2
C2H7S2 | ωB97M-V/def2-TZVPD

Summary:
Highest occupied orbital energy = -2.57 eV
Orbital gap = 5.971 eV

The geometry in ORCA input format:
```
! RIJCOSX wB97M-V def2-TZVPD def2/J DEFGRID3
* xyz -1 1
C 1.74680 2.30680 -0.35488
C 1.46663 1.56435 0.95759
S 0.14751 0.33598 0.77285
H 0.83230 2.81452 -0.66243
H 1.98855 1.57578 -1.12540
H 2.57003 3.02868 -0.27259
H 1.19705 2.29684 1.72383
H 2.38379 1.06828 1.28898
S -1.82386 -2.22030 -0.96186
H -0.70363 -2.95624 -1.09570
H -1.16854 -1.22907 -0.27938
*
```

natural (NBO) charges in e: -0.6168, -0.5095, -0.7314, 0.1976, 0.1986, 0.1654, 0.1683, 0.1681, -0.3884, 0.1317, 0.2164



Stability check: which of them is most stable? entry 1.